{"formula": "C32H25N7S2TeTi", "method": "ωB97M-V with the def2-TZVPD basis set", "spin_multiplicity": 3, "lumo_energy_ev": [-0.2244, -0.2217], "energy_ha": -3531.6617, "molar_mass_g_mol": 747.20, "total_charge": 0, "orbital_gap_ev": [4.819, 7.068], "de_lowest_ev": 0.044, "symbols": ["Te", "Ti", "S", "S", "N", "N", "N", "N", "N", "N", "N", "C", "C", "C", "C", "C", "C", "C", "C", "C", "C", "C", "C", "C", "C", "C", "C", "C", "C", "C", "C", "C", "C", "C", "C", "C", "C", "C", "C", "C", "C", "C", "C", "H", "H", "H", "H", "H", "H", "H", "H", "H", "H", "H", "H", "H", "H", "H", "H", "H", "H", "H", "H", "H", "H", "H", "H", "H"], "positions_angstrom": [[0.34, 2.70, -0.60], [0.20, 0.04, 0.04], [4.78, 0.03, -1.60], [2.27, 2.10, 3.76], [-1.61, -0.31, -1.06], [-3.20, 0.20, 0.74], [-1.14, -0.81, 1.44], [0.45, -2.14, 2.72], [0.96, -1.90, 0.45], [2.43, 0.17, -0.64], [1.40, 1.04, 1.63], [-2.83, 0.08, -0.58], [-3.94, -0.90, 5.14], [4.63, 0.31, 0.08], [1.87, -3.69, 1.74], [-2.77, -0.55, 3.06], [3.02, -0.07, -1.78], [-1.71, -1.33, 3.59], [-2.38, -0.30, 1.65], [-0.99, 2.91, -3.36], [2.75, 0.90, 1.62], [2.35, -0.23, -3.11], [3.32, 0.37, 0.36], [2.04, -3.76, -0.63], [-0.50, 2.01, 3.03], [-0.71, -1.42, 2.56], [0.24, 2.87, -2.69], [-3.67, 0.29, -2.85], [-1.07, 2.76, -4.72], [-2.83, -1.61, 5.63], [-3.94, -0.36, 3.87], [0.94, 1.70, 2.70], [1.30, 2.69, -4.82], [-3.89, 0.34, -1.51], [-2.42, -0.08, -3.34], [-1.70, -1.79, 4.88], [0.07, 2.64, -5.45], [1.40, 2.81, -3.46], [2.31, -4.30, 0.62], [3.38, 1.38, 2.71], [1.45, -2.56, -0.65], [1.09, -2.51, 1.63], [-1.47, -0.41, -2.40], [-0.83, -2.30, 5.34], [-2.14, -0.06, -4.37], [-1.91, 2.95, -2.77], [-0.49, -0.75, -2.73], [-0.56, 2.90, 3.69], [4.46, 1.36, 2.94], [2.85, -5.23, 0.70], [5.43, 0.47, 0.76], [-4.79, -0.66, 5.80], [2.97, 0.25, -3.84], [2.29, -4.29, -1.54], [-2.83, -1.93, 6.68], [-4.87, 0.55, -1.13], [-4.50, 0.48, -3.55], [-0.81, 1.08, 3.53], [2.35, 2.83, -2.95], [-1.07, 2.17, 2.12], [0.08, 2.65, -6.52], [2.00, -4.12, 2.72], [1.37, 0.24, -3.07], [2.20, 2.60, -5.42], [1.17, -2.08, -1.57], [-2.01, 2.75, -5.24], [-4.85, 0.09, 3.48], [2.28, -1.25, -3.44]]}